one) The following is a quantum chemistry calculation of a single C2H2N4O2 molecule, from the OMol25 dataset.

For the HOMO energy, the calculation gives -9.41 eV. The HOMO-LUMO gap is 8.09 eV. The value obtained for the LUMO energy is -1.3 eV.

Each line ends with the Mulliken charge.
Atoms and positions in Å:
O -2.058 -0.741 -1.164  -0.33
N -0.691 -0.757 -1.217  -0.48
C -0.164 -0.141 -0.187  0.67
C 1.289 0.100 -0.174  0.01
N 1.905 0.600 0.878  -0.34
N 1.091 1.244 1.792  0.03
N -0.070 1.335 1.857  0.09
O -0.827 0.213 0.893  -0.41
H -2.363 -1.480 -1.708  0.36
H 1.888 -0.373 -0.972  0.40

two) The following is a quantum chemistry calculation of a single C2H2N4O2 molecule, from the OMol25 dataset.

For the HOMO energy, the calculation gives -10.40 eV. The HOMO-LUMO gap is 10.11 eV. The value obtained for the LUMO energy is -0.3 eV.

Each line ends with the Mulliken charge.
Atoms and positions in Å:
O 0.686 -1.561 1.318  -0.62
C 0.212 -0.626 0.712  0.68
N -0.682 0.261 1.176  0.27
N -1.110 1.360 0.584  -0.39
N -0.909 1.635 -0.620  -0.22
N -0.144 0.730 -1.382  -0.36
C 0.475 -0.250 -0.698  0.40
O 1.205 -1.108 -1.310  -0.41
H -1.102 0.164 2.154  0.30
H 1.766 -1.462 -0.601  0.35

How far above the most stable structure does each one sit? In eV: one) 3.254; two) 0.000.

one) The following is a quantum chemistry calculation of 2 unconnected molecules or ions with the total composition C2H4FNO2, from the OMol25 dataset.

For the HOMO energy, the calculation gives -7.35 eV. The HOMO-LUMO gap is 7.80 eV. The value obtained for the LUMO energy is 0.4 eV.

Each line ends with the Mulliken charge.
Atoms and positions in Å:
C -2.770 1.141 2.016  0.72
C 0.617 -0.023 1.118  -0.54
N -0.112 0.198 -0.255  -0.28
O -2.833 1.136 3.145  -0.31
O -2.665 1.073 0.880  -0.40
F -0.506 -0.283 1.938  -0.24
H 1.011 -0.980 1.019  0.10
H -0.776 -0.542 -0.522  0.30
H -0.458 1.154 -0.205  0.34
H 0.656 0.160 -0.741  0.32

two) The following is a quantum chemistry calculation of 2 unconnected molecules or ions with the total composition C2H4FNO2, from the OMol25 dataset.

For the HOMO energy, the calculation gives -9.89 eV. The HOMO-LUMO gap is 10.21 eV. The value obtained for the LUMO energy is 0.3 eV.

Each line ends with the Mulliken charge.
Atoms and positions in Å:
C 0.251 -0.697 -0.393  0.24
C -1.130 -0.141 0.034  0.36
N 1.828 0.518 0.039  -0.63
O 0.366 -1.762 -0.855  -0.33
O -1.091 0.997 0.820  -0.46
F -1.738 0.189 -1.265  -0.30
H -1.738 -0.941 0.482  0.26
H 2.556 -0.219 -0.096  0.25
H 1.471 0.399 1.002  0.26
H -0.775 1.657 0.231  0.33

How far above the most stable structure does each one sit? In eV: one) 0.073; two) 0.000.

one) The following is a quantum chemistry calculation of a molecular structure, C26H33B2F5N3O7PS2V, from the OMol25 dataset.

For the HOMO energy (alpha / beta), the calculation gives -7.95 / -8.00 eV. The HOMO-LUMO gap (alpha / beta) is 7.50 / 7.88 eV. The value obtained for the LUMO energy (alpha / beta) is -0.5 / -0.1 eV. The multiplicity is 2.

Each line ends with the Mulliken charge.
Atoms and positions in Å:
V 0.555 0.608 0.341  0.93
C -0.251 -2.698 5.171  -1.02
C -0.461 -1.218 5.402  -0.31
O -1.504 -0.721 4.556  -0.26
P -1.064 0.438 3.469  0.01
S 0.397 2.368 1.297  -0.43
S -0.104 -0.842 2.025  -0.18
O -2.521 0.747 2.863  -0.25
C -3.474 -0.266 2.502  0.17
C -4.579 -0.333 3.532  -1.37
H 0.490 -3.085 5.873  0.40
H 0.100 -2.888 4.157  0.21
H -1.185 -3.240 5.325  0.28
H 0.466 -0.662 5.223  0.24
H -0.760 -1.024 6.434  0.35
H -2.962 -1.226 2.404  0.22
H -3.860 0.015 1.523  0.31
H -4.183 -0.626 4.503  0.27
H -5.330 -1.064 3.224  0.39
H -5.068 0.636 3.628  0.33
C -0.030 -4.505 -2.578  -1.13
N 0.665 -3.331 -2.098  0.07
C 2.005 -2.927 -2.462  -0.32
C 2.192 -1.744 -1.547  -0.35
O 3.269 -1.114 -1.529  -0.56
N 1.091 -1.496 -0.836  0.57
C 0.222 -2.501 -1.148  0.12
N -0.915 -2.665 -0.509  -0.08
H 0.653 -5.086 -3.191  0.40
H -0.893 -4.234 -3.189  0.33
H -0.350 -5.133 -1.744  0.36
H 2.087 -2.599 -3.501  0.35
H 2.745 -3.705 -2.267  0.40
H -1.152 -1.991 0.221  -0.36
H -1.616 -3.301 -0.845  0.27
O 2.573 0.941 -3.463  -0.41
B 2.575 1.298 -2.117  0.63
O 1.832 2.457 -1.919  -0.56
C 1.401 2.840 -3.172  0.77
C 0.663 3.946 -3.527  -0.83
C 0.379 4.088 -4.883  -0.67
C 0.825 3.161 -5.821  -0.51
C 1.579 2.051 -5.447  -1.04
C 1.850 1.922 -4.104  0.75
H 0.322 4.655 -2.787  0.49
H -0.202 4.937 -5.215  0.40
H 0.584 3.310 -6.865  0.38
H 1.940 1.331 -6.169  0.50
C 8.264 -1.076 2.960  -1.65
C 7.286 -0.100 3.628  2.18
C 7.917 1.300 3.664  -1.58
C 7.062 -0.566 5.066  -2.14
C 5.984 -0.032 2.826  0.53
C 4.739 -0.203 3.420  -0.45
C 3.544 -0.117 2.695  -1.34
C 3.658 0.144 1.357  0.23
O 2.658 0.292 0.411  0.63
B 3.353 0.380 -0.889  0.50
O 4.734 0.609 -0.590  -0.59
C 4.885 0.329 0.737  0.18
C 6.054 0.246 1.452  -1.13
H 9.165 -1.180 3.569  0.46
H 8.575 -0.732 1.973  0.31
H 7.813 -2.064 2.845  0.36
H 8.869 1.276 4.199  0.44
H 7.256 2.007 4.168  0.36
H 8.102 1.675 2.656  0.33
H 8.024 -0.635 5.577  0.44
H 6.591 -1.551 5.103  0.43
H 6.443 0.133 5.630  0.39
H 4.671 -0.416 4.477  0.43
H 2.575 -0.250 3.157  0.47
H 7.000 0.403 0.951  0.46
F -0.691 0.330 -2.093  -0.26
C -1.222 0.652 -0.824  0.38
F -2.173 -0.327 -0.586  -0.22
C -2.061 1.909 -1.069  0.21
F -2.947 1.724 -2.064  -0.28
F -2.751 2.227 0.028  -0.18
F -1.299 2.953 -1.411  -0.16

two) The following is a quantum chemistry calculation of a molecular structure, C26H33B2F5N3O7PS2V, from the OMol25 dataset.

For the HOMO energy (alpha / beta), the calculation gives -7.91 / -7.44 eV. The HOMO-LUMO gap (alpha / beta) is 8.10 / 7.81 eV. The value obtained for the LUMO energy (alpha / beta) is 0.2 / 0.4 eV. The multiplicity is 2.

Each line ends with the Mulliken charge.
Atoms and positions in Å:
V -0.075 0.345 -2.185  -0.38
C -2.704 4.835 -0.277  -1.31
C -2.868 3.499 -0.961  -0.25
O -1.836 2.632 -0.471  -0.18
P -1.802 1.055 -0.809  1.46
S 1.517 1.881 -1.635  -0.80
S -2.230 0.780 -2.806  -0.73
O -3.114 0.482 -0.053  -0.51
C -3.084 0.489 1.394  0.20
C -4.086 1.489 1.929  -1.33
H -3.414 5.553 -0.689  0.39
H -1.692 5.211 -0.434  0.30
H -2.875 4.747 0.797  0.27
H -2.761 3.591 -2.041  0.39
H -3.846 3.058 -0.755  0.39
H -2.077 0.730 1.748  -0.09
H -3.320 -0.522 1.717  0.45
H -3.788 2.507 1.670  0.17
H -4.145 1.412 3.018  0.44
H -5.074 1.295 1.509  0.31
C 2.047 -5.135 -2.005  -1.00
N 2.255 -3.899 -2.737  0.08
C 3.320 -2.979 -2.381  -0.51
C 2.877 -1.684 -3.026  0.12
O 3.475 -0.657 -3.083  -0.54
N 1.580 -1.925 -3.554  0.51
C 1.262 -3.225 -3.308  -0.12
N 0.125 -3.772 -3.713  -0.27
H 3.015 -5.585 -1.801  0.37
H 1.471 -5.841 -2.603  0.37
H 1.521 -4.924 -1.070  0.26
H 4.280 -3.299 -2.783  0.42
H 3.403 -2.842 -1.300  0.29
H -0.578 -3.146 -4.081  0.31
H -0.195 -4.605 -3.251  0.25
O 0.865 0.494 -4.137  -1.12
B 0.540 -0.870 -3.874  3.03
O -0.467 -1.311 -4.793  -0.89
C -0.782 -0.204 -5.547  0.38
C -1.734 -0.092 -6.529  -0.95
C -1.863 1.158 -7.139  -0.59
C -1.070 2.235 -6.763  -0.63
C -0.110 2.108 -5.757  -0.85
C 0.003 0.874 -5.178  0.74
H -2.363 -0.929 -6.800  0.49
H -2.602 1.291 -7.920  0.40
H -1.201 3.192 -7.252  0.40
H 0.510 2.935 -5.435  0.53
C 0.294 1.612 6.424  -1.66
C 0.956 0.314 5.939  2.17
C -0.105 -0.794 5.856  -1.58
C 2.000 -0.105 6.972  -2.24
C 1.571 0.553 4.557  -0.06
C 2.944 0.490 4.329  -0.32
C 3.511 0.736 3.073  -1.73
C 2.653 1.046 2.051  1.12
O 2.925 1.321 0.733  -0.54
B 1.687 1.553 0.123  1.05
O 0.664 1.434 1.080  -0.56
C 1.287 1.109 2.260  0.27
C 0.723 0.875 3.486  -0.50
H -0.125 1.474 7.426  0.45
H -0.516 1.916 5.757  0.33
H 1.022 2.427 6.462  0.36
H -0.563 -0.949 6.837  0.45
H 0.345 -1.736 5.532  0.36
H -0.900 -0.542 5.151  0.28
H 1.507 -0.287 7.930  0.44
H 2.751 0.674 7.127  0.42
H 2.510 -1.024 6.675  0.43
H 3.613 0.235 5.140  0.45
H 4.581 0.679 2.913  0.43
H -0.353 0.942 3.609  0.46
F -0.873 -1.999 -1.704  -0.40
C 0.232 -2.501 -0.948  -0.26
F 1.014 -1.263 -0.901  -0.31
C -0.295 -2.608 0.470  0.65
F -0.938 -1.524 0.960  -0.06
F 0.729 -2.856 1.301  -0.27
F -1.161 -3.633 0.536  -0.32

three) The following is a quantum chemistry calculation of a molecular structure, C26H33B2F5N3O7PS2V, from the OMol25 dataset.

For the HOMO energy (alpha / beta), the calculation gives -7.76 / -7.93 eV. The HOMO-LUMO gap (alpha / beta) is 7.63 / 7.80 eV. The value obtained for the LUMO energy (alpha / beta) is -0.1 / -0.1 eV. The multiplicity is 2.

Each line ends with the Mulliken charge.
Atoms and positions in Å:
V -0.958 1.166 -0.629  0.71
C -0.888 -4.764 -0.643  -0.94
C -1.928 -4.114 0.242  -0.16
O -2.841 -3.349 -0.551  -0.28
P -2.945 -1.737 -0.208  -0.19
S -2.460 1.394 0.658  -0.45
S -1.085 -1.113 -1.064  -0.02
O -4.072 -1.352 -1.286  -0.21
C -4.036 -1.753 -2.665  0.19
C -5.038 -2.859 -2.912  -1.36
H -0.220 -5.387 -0.044  0.41
H -0.298 -4.002 -1.152  0.09
H -1.370 -5.394 -1.392  0.30
H -1.446 -3.473 0.989  0.12
H -2.509 -4.868 0.778  0.38
H -3.023 -2.065 -2.925  0.18
H -4.278 -0.861 -3.242  0.29
H -4.776 -3.745 -2.337  0.28
H -5.055 -3.120 -3.972  0.38
H -6.038 -2.536 -2.624  0.32
C 2.547 -1.886 -4.608  -1.15
N 2.351 -0.972 -3.504  0.10
C 3.194 -0.873 -2.337  -0.33
C 2.407 0.123 -1.529  -0.14
O 2.837 0.499 -0.409  -0.74
N 1.291 0.501 -2.138  0.34
C 1.271 -0.207 -3.310  0.10
N 0.285 -0.140 -4.176  -0.11
H 3.567 -2.258 -4.575  0.39
H 2.414 -1.371 -5.560  0.38
H 1.864 -2.737 -4.551  0.34
H 4.194 -0.497 -2.560  0.35
H 3.274 -1.816 -1.793  0.34
H -0.590 0.304 -3.905  0.02
H 0.263 -0.771 -4.957  0.27
O 2.441 3.994 -0.723  -0.44
B 1.661 2.935 -0.325  -0.05
O 0.305 3.159 -0.699  -0.08
C 0.293 4.435 -1.271  0.33
C -0.763 5.194 -1.713  -0.63
C -0.457 6.456 -2.215  -0.87
C 0.850 6.930 -2.255  -0.51
C 1.906 6.159 -1.779  -1.00
C 1.589 4.914 -1.288  0.77
H -1.777 4.837 -1.676  0.57
H -1.261 7.082 -2.578  0.43
H 1.048 7.917 -2.650  0.39
H 2.928 6.514 -1.779  0.49
C 2.937 -2.094 5.752  -1.62
C 1.611 -1.322 5.805  2.04
C 1.751 -0.141 6.775  -1.62
C 0.535 -2.262 6.349  -2.11
C 1.273 -0.798 4.409  0.78
C 0.111 -1.155 3.737  -0.56
C -0.195 -0.674 2.458  -1.24
C 0.708 0.174 1.877  0.52
O 0.660 0.814 0.647  1.53
B 1.995 1.483 0.492  0.31
O 2.603 1.439 1.791  -0.69
C 1.872 0.556 2.531  0.16
C 2.171 0.084 3.784  -1.28
H 3.194 -2.471 6.745  0.45
H 3.758 -1.461 5.412  0.32
H 2.862 -2.943 5.071  0.36
H 1.993 -0.502 7.778  0.45
H 0.820 0.426 6.829  0.36
H 2.543 0.542 6.464  0.32
H 0.826 -2.609 7.342  0.43
H 0.407 -3.140 5.713  0.40
H -0.430 -1.760 6.442  0.40
H -0.599 -1.821 4.205  0.48
H -1.112 -0.949 1.956  0.32
H 3.085 0.404 4.268  0.48
F -1.136 2.654 -3.153  -0.30
C -1.970 1.789 -2.455  0.63
F -2.186 0.754 -3.393  -0.37
C -3.357 2.462 -2.442  0.20
F -3.660 2.977 -3.648  -0.29
F -4.300 1.575 -2.130  -0.16
F -3.437 3.472 -1.563  -0.26

How far above the most stable structure does each one sit? In eV: one) 0.367; two) 1.640; three) 0.000.

one) The following is a quantum chemistry calculation of a single CH5N3OS molecule, from the OMol25 dataset.

For the HOMO energy, the calculation gives -9.28 eV. The HOMO-LUMO gap is 9.78 eV. The value obtained for the LUMO energy is 0.5 eV.

Each line ends with the Mulliken charge.
Atoms and positions in Å:
H 0.734 1.925 0.451  0.22
N -0.239 1.760 0.141  -0.70
C -0.447 0.503 -0.034  0.52
N -1.779 0.163 -0.418  -0.24
O -2.259 -1.009 0.172  -0.43
N 0.419 -0.518 -0.038  -0.28
S 2.098 -0.331 -0.092  -0.16
H -2.386 0.985 -0.242  0.31
H -2.227 -0.848 1.116  0.33
H -0.032 -1.428 -0.045  0.30
H 2.299 -0.120 1.225  0.14

two) The following is a quantum chemistry calculation of a single CH5N3OS molecule, from the OMol25 dataset.

For the HOMO energy, the calculation gives -9.34 eV. The HOMO-LUMO gap is 9.96 eV. The value obtained for the LUMO energy is 0.6 eV.

Each line ends with the Mulliken charge.
Atoms and positions in Å:
H -1.454 -0.703 -1.082  0.26
N -0.443 -0.693 -1.091  -0.64
C -0.011 -0.071 -0.077  0.51
N -0.786 0.465 0.976  -0.18
O -2.144 0.502 0.738  -0.43
N 1.338 0.118 0.193  -0.41
S 2.514 -0.366 -0.959  -0.16
H -0.441 1.363 1.302  0.27
H -2.288 1.094 -0.016  0.33
H 1.605 -0.060 1.151  0.29
H 2.109 -1.649 -1.134  0.14

How far above the most stable structure does each one sit? In eV: one) 0.106; two) 0.000.